94
Properties=species:S:1:pos:R:3:forces:R:3:lowdin_charge:R:1 method="wB97M-V/def2-TZVPD" e_lumo_ev=-4.0538 total_charge=+1 gap_ev=5.638 total_energy_ev=-133303.9500
Ga -0.4871 -0.5784 0.3569 0.3726 -0.0244 0.3315 0.31
O -5.3281 5.6369 -0.5515 0.6912 0.2930 -0.1767 0.21
C -5.5624 4.9306 -1.4373 -1.2648 -0.2817 0.6930 -0.43
O -5.9641 4.1837 -2.2276 0.6046 -0.0056 -0.5199 0.20
C -4.1234 2.3945 -0.2463 0.1747 0.0616 0.4632 0.07
C -4.0661 1.3759 -1.0775 -0.0012 -0.2427 -0.1787 0.00
C -3.1782 0.3358 -0.5183 -0.1151 -0.1126 -0.6045 -0.18
N -2.3382 0.5796 0.4147 0.0039 0.0877 0.2110 0.13
C -2.2850 1.8680 1.1301 0.0555 -0.2541 0.3845 -0.29
C -3.5618 2.6394 0.9139 -0.1305 0.1867 -0.2480 0.04
C -0.4707 1.6014 2.3465 -0.1151 -0.0862 -0.1686 -0.37
C 0.4930 2.2358 3.2951 -0.0807 -0.0485 -0.0452 -0.03
C 1.0803 1.4749 4.2260 0.0645 -0.1417 0.1852 -0.07
C 0.9054 0.0415 4.2240 0.0398 0.2116 0.0204 -0.07
C 0.3926 -0.5045 3.1037 -0.1311 0.0360 -0.1394 -0.17
N -0.0908 0.2314 2.0499 0.2771 0.0989 0.1614 -0.06
C -2.9330 -0.9017 -1.3122 -0.0320 0.2535 0.2409 -0.21
C -3.9206 -1.4834 -2.0744 -0.0444 -0.0959 -0.0878 0.03
C -3.6132 -2.6321 -2.7958 -0.0928 0.0088 -0.0280 0.00
C -2.3310 -3.1428 -2.7346 0.0744 0.0174 0.0390 -0.01
C -1.3945 -2.4930 -1.9458 -0.0149 0.0200 0.0040 -0.10
N -1.6858 -1.3920 -1.2513 0.1320 0.0427 -0.0488 0.06
H -4.2294 1.4097 -2.1468 0.0215 -0.0381 0.0275 0.12
H -4.0402 3.0927 1.7721 -0.0716 -0.0942 -0.0152 0.13
H 0.6532 3.3037 3.2529 -0.0037 -0.0173 -0.0257 0.11
H 1.7288 1.9328 4.9639 0.0149 -0.0267 -0.0175 0.11
H 1.2881 -0.5871 5.0131 -0.0008 0.0299 0.0173 0.10
H 0.3749 -1.5776 2.9719 0.0026 -0.0040 -0.0232 0.08
H -4.9144 -1.0560 -2.0811 0.0145 -0.0114 -0.0105 0.13
H -4.3740 -3.1239 -3.3874 0.0088 0.0024 0.0037 0.13
H -2.0385 -4.0456 -3.2514 -0.0249 -0.0089 -0.0066 0.11
H -0.3867 -2.8740 -1.8650 0.0248 -0.0257 0.0316 0.10
C 2.8111 1.5203 0.4505 -0.0753 0.0622 0.0654 -0.27
C 3.1306 0.2877 -0.4008 -0.0886 0.0551 -0.0899 -0.32
P 2.1909 -1.2207 0.0474 -0.3716 -0.2596 -0.4550 1.07
C 2.4129 -2.2450 -1.4564 0.1413 0.0472 -0.0108 -0.35
C 3.2188 -3.3790 -1.5074 -0.0980 -0.1116 0.1421 -0.06
C 3.3423 -4.1020 -2.6879 -0.0374 0.0128 -0.0293 -0.06
C 2.6793 -3.6920 -3.8350 0.0039 0.0224 0.0579 -0.06
C 1.8879 -2.5503 -3.8022 0.0022 -0.0338 0.0514 -0.07
C 1.7522 -1.8414 -2.6184 0.0592 0.1735 -0.0947 -0.15
C 3.2021 -2.0426 1.3147 0.0496 0.0360 0.1071 -0.35
C 2.6164 -2.9688 2.1734 0.0035 -0.0707 0.0295 -0.10
C 3.3764 -3.6719 3.0969 0.0055 0.0281 -0.0679 -0.05
C 4.7400 -3.4393 3.1851 0.0185 -0.0186 -0.0133 -0.06
C 5.3401 -2.5165 2.3396 -0.0408 -0.0036 0.0144 -0.06
C 4.5794 -1.8275 1.4082 -0.0192 0.0219 0.0072 -0.08
C 1.8007 2.4427 -0.2357 0.0538 0.0522 0.0243 -0.29
P 0.1213 1.7474 -0.4241 -0.2235 -0.1211 0.0231 1.12
C -0.8107 2.4026 1.0353 0.0467 0.2042 -0.1127 -0.35
C -2.0347 1.6288 2.6812 0.1102 0.1046 -0.1386 -0.08
C -2.4310 2.7597 3.5629 -0.0197 -0.1412 0.0390 -0.04
C -2.1320 4.0433 3.3533 0.1371 0.1583 -0.1943 -0.07
C -1.4001 4.5820 2.1979 -0.1589 -0.0428 0.2152 -0.06
C -0.8114 3.9006 1.2125 0.0332 -0.1506 -0.0922 -0.06
C -0.5826 2.5083 -1.9088 0.0888 0.1191 -0.0832 -0.33
C -1.2111 1.6955 -2.8515 -0.0090 0.0280 -0.0157 -0.10
C -1.7614 2.2414 -4.0036 0.0263 -0.0041 0.0317 -0.07
C -1.6743 3.6064 -4.2318 0.0146 0.0230 -0.0091 -0.06
C -1.0123 4.4221 -3.3223 -0.0152 -0.0740 0.0220 -0.06
C -0.4623 3.8759 -2.1731 -0.0561 0.0181 -0.0234 -0.08
H 3.7219 2.0979 0.6110 0.0230 -0.0032 -0.0197 0.12
H 2.4520 1.2404 1.4446 0.0136 -0.0111 0.0063 0.09
H 4.1925 0.0574 -0.3659 -0.0030 -0.0230 -0.0721 0.07
H 2.9073 0.4689 -1.4562 -0.0127 0.0651 0.0139 0.09
H 3.7343 -3.7201 -0.6178 0.0117 0.0290 -0.0130 0.11
H 3.9590 -4.9906 -2.7099 -0.0019 0.0068 0.0192 0.11
H 2.7763 -4.2591 -4.7512 0.0077 0.0072 0.0085 0.11
H 1.3749 -2.2190 -4.6965 0.0033 0.0130 0.0185 0.11
H 1.1392 -0.9414 -2.6116 -0.0149 -0.0244 0.0297 0.09
H 1.5554 -3.1576 2.1272 -0.0370 -0.0274 -0.0309 0.06
H 2.9013 -4.4061 3.7320 -0.0403 -0.0164 0.0201 0.11
H 5.3369 -3.9826 3.9058 -0.0046 0.0060 -0.0024 0.11
H 6.4048 -2.3337 2.3988 -0.0031 -0.0052 0.0020 0.11
H 5.0829 -1.1290 0.7556 0.0151 -0.0290 0.0165 0.09
H 2.1449 2.6735 -1.2465 0.0161 0.0447 -0.0047 0.10
H 1.7028 3.3884 0.3022 0.0713 0.0029 0.0131 0.09
H -2.4075 0.6714 3.0345 -0.0356 -0.0102 0.0212 0.15
H -2.9554 2.5015 4.4752 -0.0087 -0.0122 -0.0207 0.12
H -2.4491 4.7667 4.0939 0.0010 0.0228 -0.0196 0.11
H -1.3305 5.6625 2.1473 -0.0032 -0.0058 0.0317 0.11
H -0.3404 4.4921 0.4394 0.0261 -0.0397 0.0196 0.08
H -1.2555 0.6246 -2.6965 0.0034 0.0072 0.0170 0.08
H -2.2462 1.5985 -4.7273 0.0048 0.0037 0.0022 0.11
H -2.1000 4.0351 -5.1296 -0.0055 -0.0123 0.0087 0.11
H -0.9179 5.4833 -3.5113 0.0032 -0.0118 -0.0025 0.11
H 0.0726 4.5279 -1.4954 0.0071 -0.0265 -0.0220 0.10
N -0.8345 -2.4540 1.0099 0.0538 0.0890 0.0339 0.17
C -0.5356 -3.5778 0.8942 -0.2105 -0.4823 0.0603 -0.16
C -0.2656 -4.9134 0.7150 -0.0625 0.2162 -0.0612 -0.24
C 0.2942 -5.6842 1.7731 -0.0563 0.0977 -0.2062 -0.22
N 0.7504 -6.2915 2.6382 0.0428 0.0539 0.0356 0.16
C -0.5670 -5.4509 -0.5709 0.2741 0.0411 0.2473 -0.21
N -0.7759 -5.8229 -1.6419 -0.1137 0.0686 -0.0209 0.16